{"formula": "C77H87I2N5O6P", "method": "wB97M-V/def2-TZVPD", "species": ["C", "C", "O", "C", "C", "O", "C", "C", "N", "C", "C", "C", "N", "C", "C", "I", "C", "C", "I", "C", "C", "O", "O", "C", "P", "N", "O", "O", "C", "N", "C", "C", "C", "C", "C", "C", "N", "H", "H", "H", "H", "H", "H", "H", "H", "H", "H", "H", "H", "H", "H", "H", "H", "H", "H", "H", "H", "H", "H", "H", "H", "H", "H", "H", "H", "H", "H", "H", "H", "H", "C", "C", "C", "C", "C", "C", "H", "H", "H", "H", "H", "H", "C", "C", "C", "C", "C", "C", "H", "H", "H", "H", "H", "H", "C", "C", "C", "C", "C", "C", "H", "H", "H", "H", "H", "H", "C", "C", "C", "C", "C", "C", "H", "H", "H", "H", "H", "H", "C", "C", "C", "C", "C", "C", "H", "H", "H", "H", "H", "H", "C", "C", "C", "C", "C", "C", "H", "H", "H", "H", "H", "H", "C", "C", "C", "C", "C", "C", "H", "H", "H", "H", "H", "H", "C", "C", "C", "C", "C", "C", "H", "H", "H", "H", "H", "H", "C", "C", "C", "C", "C", "C", "H", "H", "H", "H", "H", "H"], "xyz": [[0.499, 3.084, 4.171], [-0.552, 3.035, 2.908], [0.060, 3.304, 1.596], [-0.690, 2.592, 0.515], [0.199, 1.283, -0.023], [-0.696, 0.390, -0.774], [-0.418, -1.033, -0.514], [-0.936, -1.501, 1.006], [-2.427, -1.570, 1.189], [-2.683, -1.954, 2.619], [-4.290, -2.040, 3.073], [-5.441, -1.669, 1.926], [-5.645, -2.761, 0.900], [-4.769, -2.463, 4.582], [-6.360, -2.523, 4.974], [-7.358, -0.586, 5.339], [-7.001, -3.862, 5.084], [-8.600, -3.963, 5.495], [-5.915, -5.732, 4.748], [-3.670, -2.808, 5.748], [-4.188, -3.251, 7.260], [-4.802, -2.390, 8.077], [-3.946, -4.680, 7.648], [-2.056, -2.690, 5.327], [-0.818, -3.058, 6.761], [-1.243, -2.081, 8.022], [0.838, -2.670, 6.392], [-0.895, -4.725, 7.285], [-1.592, -2.282, 3.780], [-0.116, -2.239, 3.506], [0.223, -1.825, 2.102], [1.852, -1.709, 1.749], [2.516, -3.207, 1.585], [3.245, -3.768, 2.964], [2.968, -5.407, 3.132], [2.472, -5.831, 4.639], [3.348, -5.318, 5.762], [1.207, 2.125, 4.191], [1.200, 4.041, 4.161], [-0.126, 3.115, 5.179], [-1.081, 1.967, 2.871], [-1.390, 3.827, 3.130], [-0.791, 3.310, -0.417], [-1.777, 2.289, 0.830], [1.042, 1.752, -0.709], [0.720, 0.771, 0.900], [-1.122, -1.643, -1.261], [0.673, -1.378, -0.754], [-6.471, -1.363, 2.394], [-5.065, -0.712, 1.318], [-6.562, -2.641, 0.372], [-5.598, -3.721, 1.308], [-8.978, -5.007, 5.096], [-8.634, -4.004, 6.675], [-9.223, -3.092, 5.025], [-2.063, -1.504, 7.731], [1.179, -3.207, 5.594], [0.024, -5.095, 7.039], [2.337, -1.247, 2.737], [2.079, -0.973, 0.868], [3.342, -3.146, 0.756], [1.646, -3.940, 1.227], [4.429, -3.679, 2.844], [2.975, -3.158, 3.926], [3.919, -6.048, 2.858], [2.106, -5.765, 2.390], [2.513, -7.019, 4.680], [1.390, -5.402, 4.802], [3.148, -4.306, 5.983], [4.361, -5.449, 5.524], [0.951, 6.731, -4.140], [0.208, 6.029, -5.088], [-0.262, 4.748, -4.799], [0.002, 4.173, -3.555], [0.741, 4.877, -2.605], [1.220, 6.153, -2.898], [1.321, 7.727, -4.367], [-0.003, 6.480, -6.055], [-0.836, 4.199, -5.541], [-0.369, 3.178, -3.328], [0.946, 4.429, -1.636], [1.801, 6.699, -2.160], [-4.159, 5.677, -5.982], [-3.327, 6.675, -5.475], [-3.187, 7.882, -6.160], [-3.888, 8.095, -7.347], [-4.723, 7.099, -7.852], [-4.856, 5.888, -7.172], [-4.266, 4.736, -5.450], [-2.786, 6.511, -4.547], [-2.533, 8.656, -5.769], [-3.782, 9.037, -7.879], [-5.271, 7.266, -8.776], [-5.503, 5.111, -7.568], [5.320, -1.311, 5.575], [4.093, -1.382, 6.234], [4.049, -1.411, 7.628], [5.234, -1.359, 8.363], [6.460, -1.284, 7.704], [6.504, -1.264, 6.311], [5.353, -1.292, 4.489], [3.169, -1.416, 5.661], [3.093, -1.474, 8.141], [5.200, -1.377, 9.450], [7.383, -1.241, 8.278], [7.460, -1.211, 5.798], [-1.592, -0.721, -6.023], [-2.824, -0.157, -6.354], [-3.458, 0.708, -5.462], [-2.854, 1.017, -4.242], [-1.621, 0.455, -3.913], [-0.991, -0.416, -4.801], [-1.100, -1.397, -6.717], [-3.291, -0.392, -7.307], [-4.421, 1.142, -5.717], [-3.346, 1.694, -3.549], [-1.150, 0.697, -2.964], [-0.033, -0.858, -4.542], [0.350, -5.128, -5.290], [0.738, -5.812, -6.441], [1.461, -5.153, -7.435], [1.804, -3.811, -7.273], [1.419, -3.127, -6.120], [0.688, -3.784, -5.130], [-0.217, -5.641, -4.517], [0.476, -6.860, -6.565], [1.757, -5.685, -8.335], [2.372, -3.298, -8.045], [1.688, -2.081, -5.993], [0.384, -3.250, -4.235], [6.778, -4.439, -7.506], [5.453, -4.126, -7.202], [5.152, -2.940, -6.532], [6.176, -2.062, -6.175], [7.500, -2.373, -6.482], [7.802, -3.563, -7.144], [7.012, -5.365, -8.025], [4.655, -4.807, -7.486], [4.121, -2.700, -6.289], [5.941, -1.136, -5.657], [8.297, -1.688, -6.205], [8.834, -3.808, -7.379], [7.841, 1.904, 10.026], [8.673, 2.902, 10.532], [8.813, 4.108, 9.848], [8.112, 4.321, 8.660], [7.277, 3.325, 8.156], [7.144, 2.115, 8.836], [7.734, 0.962, 10.558], [9.214, 2.738, 11.461], [9.467, 4.883, 10.239], [8.218, 5.264, 8.129], [6.729, 3.492, 7.231], [6.497, 1.337, 8.440], [-1.969, 0.342, -12.451], [-1.724, -0.317, -11.247], [-1.974, 0.328, -10.036], [-2.478, 1.629, -10.029], [-2.726, 2.286, -11.233], [-2.468, 1.645, -12.445], [-1.771, -0.159, -13.395], [-1.338, -1.333, -11.252], [-1.777, -0.184, -9.097], [-2.677, 2.129, -9.085], [-3.121, 3.299, -11.228], [-2.656, 2.159, -13.383], [-4.985, 2.777, 3.275], [-5.705, 2.834, 4.469], [-6.239, 4.046, 4.905], [-6.062, 5.201, 4.143], [-5.345, 5.144, 2.948], [-4.803, 3.933, 2.516], [-4.566, 1.833, 2.937], [-5.849, 1.932, 5.059], [-6.794, 4.090, 5.839], [-6.482, 6.144, 4.481], [-5.209, 6.043, 2.353], [-4.241, 3.891, 1.587]], "forces_ev_per_a": [[0.3240, -0.2045, -0.0720], [-0.6205, -0.4350, 1.1813], [-1.7814, -1.5166, -0.1878], [0.4334, -0.1270, -0.8775], [0.0205, 1.4508, 0.8239], [1.9224, -0.8184, 1.3502], [-1.8457, -1.4821, 0.1622], [-0.3759, -0.2237, 1.0148], [5.9748, -1.1198, 4.9271], [-1.5534, -0.1442, 0.9378], [0.2851, -0.7698, 2.3840], [0.4001, 0.9031, 0.0735], [-0.6230, -0.0992, 0.3107], [2.5386, 0.9122, -1.8093], [0.8763, -4.7086, -0.5150], [0.7391, -1.9203, -0.2629], [-0.1738, 4.9401, 0.0953], [1.2531, -1.1608, -0.0550], [-0.8618, 1.7089, 0.2626], [2.2206, 0.8240, -3.0044], [-1.1923, -3.2656, 5.0367], [3.1117, -3.4944, -5.0070], [-1.0541, 7.6945, -3.1375], [-3.2827, -0.1615, -2.2022], [-1.6073, 2.1075, 3.5232], [0.5995, -1.8697, -3.2637], [-1.8761, -2.6144, -1.4104], [3.0890, 2.5185, -2.4301], [0.1006, -0.1837, -0.0650], [-3.4041, 1.5159, -4.7776], [-2.7657, -0.2674, 1.5204], [-0.5627, -0.1250, 1.7352], [-0.1448, 0.2032, -0.1592], [0.7454, -1.0356, -0.7081], [-0.6834, -0.1473, 0.1171], [0.4671, -0.0936, -0.5918], [-0.2585, 0.4360, -0.9911], [-1.6289, 2.0973, -0.0850], [-1.6119, -1.9511, -0.1831], [1.2694, -0.1610, -2.2160], [1.1960, 2.1896, 0.2526], [1.4944, -1.4048, -0.5821], [0.2033, -1.2080, 2.0073], [2.1634, 0.3853, -0.4047], [-1.6077, -1.2307, 1.1889], [-1.2192, 0.8833, -1.7694], [1.4646, 1.5332, 1.5715], [-1.8860, 0.9582, 0.7193], [2.1558, -0.6113, -0.2815], [-0.5895, -2.0358, 1.4537], [1.6556, -0.2138, 1.2566], [-0.2933, 1.2954, -0.2640], [0.6399, 2.2209, 0.7871], [-0.1021, 0.3111, -2.4307], [1.3442, -1.6313, 1.0686], [0.8205, -0.6572, 0.2848], [-0.9177, 1.2012, 1.4347], [-1.9242, 0.4452, 0.6386], [-1.1276, -0.7891, -2.1840], [-0.6260, -1.6369, 1.6650], [-1.6715, -0.2295, 1.4420], [2.0672, 1.5066, 0.8112], [-2.6012, 0.1109, 0.2379], [0.1819, -1.2175, -1.8727], [-1.7644, 1.4446, 0.5622], [1.8580, 0.8740, 1.4820], [-0.5041, 2.5422, -0.0115], [1.9620, -1.1148, -0.2917], [0.5973, -1.5232, -0.4677], [-1.4011, 0.4261, 0.3087], [-0.0671, -0.1786, 0.0549], [0.0665, -0.0622, 0.1263], [0.0886, 0.0627, 0.1373], [0.0490, 0.1745, -0.0508], [-0.0088, 0.0687, -0.1352], [-0.1054, -0.0770, -0.1225], [-0.0475, -0.1356, 0.0299], [0.0150, -0.0760, 0.1357], [0.0514, 0.0636, 0.1005], [0.0399, 0.1053, -0.0476], [-0.0135, 0.0825, -0.1212], [-0.0875, -0.0764, -0.0863], [0.0087, 0.1593, -0.1160], [-0.0736, 0.0213, -0.0764], [-0.1447, -0.1355, -0.1008], [0.0049, -0.1652, 0.1051], [0.0821, -0.0251, 0.1151], [0.1267, 0.1360, 0.0813], [0.0268, 0.1295, -0.0646], [-0.0637, 0.0143, -0.1648], [-0.0894, -0.1055, -0.0336], [-0.0168, -0.1311, 0.0689], [0.0857, -0.0277, 0.1379], [0.0740, 0.1018, 0.0538], [0.0337, -0.0166, 0.2062], [0.1606, -0.0386, 0.0405], [0.0614, 0.0156, 0.0215], [0.0108, -0.0009, -0.2361], [-0.1289, -0.0630, -0.0890], [-0.1452, 0.0027, 0.0570], [-0.0052, -0.0042, 0.1256], [0.0541, 0.0436, 0.1388], [0.0893, 0.0018, -0.1265], [-0.0127, -0.0049, -0.1485], [-0.1137, -0.0111, -0.0908], [-0.1118, 0.0067, 0.0675], [-0.0533, 0.1014, 0.0984], [0.0656, 0.0372, 0.1389], [0.1828, -0.0325, 0.0652], [0.0614, -0.1131, -0.2036], [0.0260, 0.0397, -0.0795], [-0.2593, 0.1182, -0.1286], [-0.0513, 0.0435, 0.0941], [0.0329, 0.0198, 0.1514], [0.1139, -0.0605, 0.0245], [0.0732, -0.1085, -0.0648], [-0.1245, -0.0995, -0.1170], [-0.1004, 0.0766, -0.0211], [0.0936, 0.0929, -0.1173], [0.0335, 0.1589, 0.0224], [-0.0344, 0.1199, 0.1676], [-0.1428, -0.1129, 0.0809], [-0.0905, -0.1937, -0.0085], [0.0745, -0.1125, -0.1446], [0.0842, 0.0860, -0.1158], [0.0315, 0.1652, 0.0182], [-0.0341, 0.0684, 0.1138], [-0.0748, -0.0614, 0.0947], [-0.0513, -0.1142, -0.0264], [0.0237, -0.0877, -0.1136], [-0.0164, 0.1797, 0.0930], [0.1163, 0.0966, 0.0378], [0.1997, 0.0191, -0.0405], [0.0385, -0.1830, -0.1021], [-0.1078, -0.0960, -0.0306], [-0.1990, 0.0356, 0.0272], [-0.0343, 0.1290, 0.0764], [0.0931, 0.1004, 0.0783], [0.1953, -0.0672, -0.0284], [0.0352, -0.1328, -0.0695], [-0.1219, -0.1108, -0.0371], [-0.1337, 0.0364, 0.0269], [0.0168, 0.1860, -0.1329], [-0.0578, 0.0184, -0.1369], [-0.1301, -0.1259, -0.0807], [0.0009, -0.1695, 0.1078], [0.1105, -0.0067, 0.1395], [0.0667, 0.1117, 0.0662], [0.0017, 0.1255, -0.0701], [-0.0739, 0.0245, -0.1380], [-0.0947, -0.0978, -0.0429], [-0.0151, -0.1296, 0.0730], [0.0796, -0.0421, 0.1489], [0.0815, 0.1298, 0.0566], [-0.0407, 0.1035, 0.1508], [-0.0490, 0.1576, -0.0095], [-0.0483, 0.0861, -0.1702], [0.0330, -0.1045, -0.1346], [0.0617, -0.1478, -0.0075], [0.0335, -0.1181, 0.1696], [-0.0276, 0.0700, 0.1339], [-0.0495, 0.1550, 0.0052], [-0.0120, 0.0941, -0.1366], [0.0390, -0.0748, -0.1100], [0.0709, -0.1523, 0.0060], [0.0182, -0.0684, 0.1214], [-0.0568, 0.1718, 0.0230], [0.0253, 0.1262, -0.0156], [0.1024, 0.0237, -0.2209], [0.0627, -0.1739, -0.0510], [-0.0134, -0.0992, 0.0898], [-0.1144, -0.0224, 0.1895], [-0.0572, 0.0846, 0.0696], [0.1053, 0.1924, -0.1213], [0.0769, -0.0173, -0.1198], [0.0621, -0.1191, -0.0476], [-0.0115, -0.1289, 0.0888], [-0.0667, 0.0083, 0.0963]], "energy_ev": -126467.6948, "total_charge": -1, "multiplicity": 1, "gap_ha": 0.204, "e_homo_ev": -4.99}